ORCA calculation (the ωB97M-V functional and the def2-TZVPD basis) on a structure of composition C48H55Br2GeIN6OPSn.

The geometry in XYZ format:
```
116
Properties=species:S:1:pos:R:3:forces:R:3:lowdin_spin:R:1
Sn -0.396 -1.001 0.667 0.269 0.325 0.353 0.001
C 0.083 2.385 -0.510 -0.004 -0.044 0.058 0.000
C -1.374 2.143 -0.179 -0.106 -0.034 0.079 0.000
C -2.326 3.164 -0.299 0.062 0.048 0.002 0.000
C -3.648 2.894 -0.047 -0.038 0.084 -0.022 0.000
C -4.051 1.600 0.323 -0.022 -0.142 0.036 0.000
C -5.388 1.195 0.587 0.088 0.074 -0.035 0.000
Br -6.798 2.432 0.435 -0.027 0.016 0.002 0.000
C -5.652 -0.090 0.950 -0.039 -0.094 0.029 0.000
C -4.618 -1.045 1.070 0.016 0.069 -0.015 0.000
Br -5.046 -2.796 1.577 -0.004 -0.032 0.006 0.000
C -3.308 -0.713 0.823 -0.086 -0.076 0.057 0.000
O -2.306 -1.588 0.926 0.006 -0.181 -0.210 0.000
C -3.032 0.629 0.446 0.005 0.132 -0.053 0.000
N -1.727 0.928 0.203 -0.120 0.041 -0.268 0.000
H 0.235 3.448 -0.665 0.014 0.004 0.017 0.000
H 0.737 0.669 -1.537 0.170 0.058 0.072 0.000
H 0.714 2.101 0.335 -0.013 -0.057 -0.020 0.000
H -2.010 4.155 -0.597 -0.003 -0.002 0.009 0.000
H -4.394 3.672 -0.138 0.005 0.002 0.001 0.000
H -6.668 -0.399 1.154 0.003 0.002 -0.001 0.000
I 4.127 -4.631 2.200 -0.187 -0.164 -0.137 0.027
C 1.762 -3.253 -0.504 -0.184 -0.183 0.362 0.048
C 2.691 -3.765 -1.401 -0.101 0.104 -0.218 0.018
C 2.430 -3.671 -2.759 0.039 -0.033 0.059 0.003
C 1.247 -3.074 -3.182 0.007 -0.029 0.016 0.012
C 0.381 -2.586 -2.225 -0.099 0.000 -0.062 0.005
N 0.623 -2.671 -0.911 0.082 -0.110 -0.271 0.018
H 3.599 -4.227 -1.035 -0.016 -0.023 0.013 0.001
H 3.132 -4.070 -3.479 0.002 0.014 -0.001 0.000
H 0.993 -3.009 -4.231 0.002 0.017 0.005 0.001
H -0.557 -2.118 -2.513 0.021 -0.027 0.055 0.000
N 0.555 1.654 -1.687 -0.208 -0.009 -0.136 0.000
P 0.268 2.056 -3.266 0.006 -0.049 0.131 0.000
N -0.889 1.111 -3.919 -0.041 -0.001 -0.032 0.000
C -2.229 1.050 -3.291 0.029 -0.044 0.024 0.000
C -3.295 0.905 -4.365 -0.002 -0.004 -0.008 0.000
C -3.144 -0.439 -5.089 0.000 -0.003 0.018 0.000
C -1.666 -0.858 -5.160 -0.008 -0.001 -0.006 0.000
C -0.742 0.349 -5.179 -0.013 0.031 0.017 0.000
N 1.668 1.821 -4.056 0.018 0.101 -0.013 0.000
C 2.910 1.299 -3.438 -0.061 -0.125 -0.061 0.000
C 4.119 1.827 -4.191 0.031 -0.002 0.021 0.000
C 4.121 1.357 -5.648 0.008 -0.013 -0.004 0.000
C 2.698 1.348 -6.237 -0.014 0.002 0.004 0.000
C 1.789 2.285 -5.458 -0.003 0.018 0.013 0.000
N -0.246 3.607 -3.247 0.093 0.054 -0.134 0.000
C 0.704 4.643 -2.770 -0.020 0.004 0.017 0.000
C 1.024 5.656 -3.858 0.015 -0.005 -0.005 0.000
C -0.247 6.373 -4.349 -0.002 0.013 -0.009 0.000
C -1.505 5.575 -4.001 -0.020 -0.005 0.003 0.000
C -1.289 4.084 -4.195 -0.021 -0.017 0.036 0.000
H -2.389 1.945 -2.691 0.004 -0.001 -0.003 0.000
H -2.273 0.194 -2.606 -0.013 0.010 0.007 0.000
H -3.192 1.734 -5.071 -0.013 -0.002 -0.002 0.000
H -4.285 0.999 -3.917 0.004 -0.016 0.013 0.000
H -3.571 -0.370 -6.089 0.021 0.016 -0.005 0.000
H -3.710 -1.209 -4.563 -0.014 0.002 -0.010 0.000
H -1.474 -1.464 -6.045 -0.015 0.005 -0.009 0.000
H -1.413 -1.478 -4.298 0.017 -0.001 -0.018 0.000
H -0.990 0.982 -6.037 0.002 -0.009 -0.010 0.000
H 0.297 0.042 -5.279 0.003 -0.017 0.011 0.000
H 2.905 0.202 -3.461 0.018 -0.004 -0.014 0.000
H 2.938 1.607 -2.397 0.032 0.021 0.078 0.000
H 5.023 1.495 -3.679 -0.008 -0.002 -0.003 0.000
H 4.120 2.919 -4.135 -0.007 -0.004 -0.008 0.000
H 4.546 0.354 -5.710 0.004 0.005 -0.002 0.000
H 4.771 2.003 -6.237 -0.007 0.011 0.007 0.000
H 2.277 0.340 -6.201 0.001 0.002 0.000 0.000
H 2.705 1.645 -7.285 0.008 -0.003 -0.001 0.000
H 0.797 2.333 -5.908 0.001 -0.005 0.000 0.000
H 2.198 3.298 -5.477 0.002 -0.002 -0.007 0.000
H 1.615 4.148 -2.426 0.010 0.002 -0.017 0.000
H 0.273 5.157 -1.906 -0.005 0.005 -0.006 0.000
H 1.516 5.141 -4.685 -0.016 -0.010 -0.001 0.000
H 1.750 6.369 -3.466 0.001 0.001 -0.009 0.000
H -0.192 6.509 -5.429 0.001 0.009 0.002 0.000
H -0.316 7.371 -3.917 -0.004 -0.009 0.018 0.000
H -2.343 5.891 -4.620 0.002 -0.005 -0.006 0.000
H -1.806 5.754 -2.964 0.009 0.008 0.000 0.000
H -0.994 3.883 -5.230 0.012 0.023 -0.001 0.000
H -2.216 3.547 -4.005 -0.005 -0.005 -0.011 0.000
C -1.277 -2.894 4.796 -0.010 -0.005 -0.061 -0.001
C -0.673 -1.764 4.268 0.051 -0.065 0.025 0.001
C 0.345 -1.899 3.328 0.065 0.051 0.121 0.002
C 0.730 -3.157 2.841 -0.248 -0.205 0.067 0.016
C 0.135 -4.280 3.418 0.004 0.049 -0.045 0.003
C -0.846 -4.150 4.389 -0.052 0.009 0.029 0.001
Ge 2.127 -3.294 1.460 0.764 1.054 0.297 0.072
C 0.907 -5.449 0.681 -0.360 -0.634 -0.368 0.538
C -0.449 -5.297 0.508 0.051 0.104 0.076 0.066
C -1.176 -6.430 0.158 0.013 -0.028 -0.026 0.029
C -0.527 -7.643 -0.043 -0.002 0.016 0.011 -0.016
C 0.848 -7.734 0.104 0.008 0.009 -0.019 0.031
C 1.600 -6.610 0.458 0.055 0.006 0.098 0.068
C 2.967 -1.478 1.577 0.011 0.058 0.027 0.030
C 3.528 -1.081 2.793 -0.078 -0.047 0.025 0.002
C 4.099 0.172 2.954 0.027 0.042 -0.005 0.001
C 4.138 1.059 1.887 0.014 -0.020 0.006 -0.001
C 3.611 0.677 0.664 -0.005 -0.067 -0.003 0.001
C 3.026 -0.577 0.513 0.117 -0.056 0.049 0.001
H -2.059 -2.799 5.536 -0.001 -0.002 -0.002 0.000
H -0.968 -0.779 4.605 0.043 0.005 0.041 0.000
H 0.897 -1.006 3.051 0.035 -0.040 -0.070 0.000
H 0.434 -5.272 3.112 0.026 -0.024 0.005 0.001
H -1.284 -5.039 4.824 0.003 0.004 0.008 0.000
H -0.956 -4.353 0.665 -0.034 0.001 0.014 0.007
H -2.250 -6.357 0.043 0.003 0.004 -0.003 0.005
H -1.098 -8.518 -0.322 0.001 -0.002 0.011 0.000
H 1.355 -8.676 -0.055 -0.003 0.003 -0.004 0.005
H 2.672 -6.685 0.574 0.005 0.003 0.007 0.007
H 3.526 -1.765 3.636 -0.011 0.007 -0.003 0.000
H 4.528 0.451 3.907 -0.008 -0.005 0.005 0.000
H 4.602 2.030 2.004 -0.009 0.004 -0.003 0.000
H 3.685 1.344 -0.185 -0.029 0.063 -0.056 0.000
H 2.654 -0.859 -0.468 -0.020 -0.016 -0.036 0.000
```
Positions in Å, forces in eV/Å.

Computed properties:
Charge = +2
Energy above the lowest of the compared OMol25 structures with the same formula, charge and spin = 98.5 kJ/mol
Multiplicity = 2
Frontier orbital gap (spin up / spin down) = 7.12 / 6.80 eV
⟨S²⟩ = 0.76